1.
Density functional theory data (ωB97M-V/def2-TZVPD) for C15H16Br2O3 in the gas phase.

## Properties
- SMILES = C[C@H]1O[C@@H]1[C@H]1C[C@@H]1C1=C(Br)[C@H]2O[C@H](C=C=CBr)C[C@H]2O1
- energy (a.u.) = -5954.58582
- net charge = 0
- gap between HOMO and LUMO (eV) = 6.566

Atoms and positions in Å:
C 5.0666 0.2988 0.6818
C 4.3265 1.5198 0.0697
O 4.1736 1.6625 -1.3645
C 2.9865 1.2184 -0.7163
C 1.9922 1.8587 0.2441
C 1.2969 3.2043 0.3913
C 0.7687 2.2408 -0.6322
C -0.5021 1.4110 -0.4726
C -1.2759 0.9025 -1.4815
Br -0.8649 0.9628 -3.3871
C -2.4167 0.1593 -0.9165
O -2.3852 -1.2349 -1.2239
C -1.7538 -1.9426 -0.1657
C -2.3047 -3.3384 -0.1056
C -3.5743 -3.6368 0.0730
C -4.8144 -4.0332 0.1765
Br -6.1638 -2.7383 0.6223
C -2.0418 -1.1490 1.0844
C -2.1770 0.2852 0.5905
O -0.9521 1.0427 0.7704
H 5.5965 -0.2326 -0.1106
H 5.8089 0.6795 1.4123
H 4.3856 -0.3540 1.1994
H 4.7349 2.4811 0.4568
H 2.6701 0.1600 -0.9076
H 1.7829 1.1654 1.0933
H 1.9833 4.0213 0.1716
H 0.7546 3.4052 1.3144
H 0.9020 2.6465 -1.6423
H -3.3747 0.5969 -1.2272
H -0.6640 -2.0293 -0.3020
H -1.6134 -4.1677 -0.2064
H -5.0753 -5.0815 0.0674
H -1.2867 -1.2815 1.8479
H -2.9818 -1.5194 1.4986
H -3.0072 0.8163 1.0963

2.
Density functional theory data (ωB97M-V/def2-TZVPD) for a gas-phase ion, C5H11N2O (charge +1).

## Properties
- SMILES = N/C=C/C[C@@H]([NH3+])C=O
- energy (a.u.) = -381.53816
- net charge = +1
- gap between HOMO and LUMO (eV) = 8.373

Atoms and positions in Å:
N 2.8984 -1.7609 0.7459
C 1.7078 -1.0574 1.1218
C 1.4089 0.0882 0.5241
C 0.1605 0.9974 0.4987
C -1.1225 0.2947 0.1252
N -2.3679 1.2027 0.1607
C -0.9564 -0.3020 -1.3367
O -1.5605 0.2610 -2.1880
H 3.7715 -1.1220 0.7999
H 3.1389 -2.5304 1.4395
H 1.0614 -1.4809 1.9438
H 2.2084 0.4913 -0.1192
H 0.2784 1.4404 1.5594
H 0.3876 1.8924 -0.2103
H -1.0941 -0.4473 0.9541
H -2.2083 1.8482 -0.6182
H -2.3989 1.8787 0.9775
H -3.3282 0.7788 0.2688
H -0.2362 -1.0563 -1.4364

3.
Density functional theory data (ωB97M-V/def2-TZVPD) for a molecular structure, C37H48Cl3KN6P2Si.

## Properties
- energy (a.u.) = -4720.17814
- net charge = 0
- gap between HOMO and LUMO (eV) = 6.047

Atoms and positions in Å:
K -1.7306 0.0648 -0.5040
C -2.8754 -2.2128 1.7698
C -1.3489 -2.4529 1.7043
C -0.9603 -3.1903 0.4519
C -0.4162 -4.4705 0.4987
C -0.1263 -5.1252 -0.6878
C -0.4186 -4.4959 -1.8869
C -0.9484 -3.2156 -1.8377
N -1.1906 -2.5647 -0.7037
N -3.1921 -0.8011 1.5860
C -4.5571 -0.5515 1.1493
C -4.9614 -1.1446 -0.1796
C -6.3049 -1.0688 -0.5435
C -6.7005 -1.5776 -1.7641
C -5.7464 -2.1673 -2.5828
C -4.4401 -2.2014 -2.1364
N -4.0468 -1.6940 -0.9679
C -2.9218 -0.0521 2.8019
C -2.7105 1.4272 2.5723
C -2.8534 2.3289 3.6223
C -2.5808 3.6672 3.3944
C -2.2127 4.0698 2.1186
C -2.1257 3.1057 1.1294
N -2.3392 1.8109 1.3560
H -3.2709 -2.5922 2.7259
H -3.3531 -2.7700 0.9701
H -1.0071 -3.0127 2.5755
H -0.8380 -1.4853 1.6939
H -0.2271 -4.9472 1.4519
H 0.3195 -6.1116 -0.6778
H -0.2364 -4.9765 -2.8383
H -1.1817 -2.6807 -2.7523
H -4.6732 0.5320 1.0523
H -5.2876 -0.8895 1.9061
H -7.0165 -0.5967 0.1224
H -7.7345 -1.5131 -2.0760
H -6.0104 -2.5809 -3.5460
H -3.6604 -2.6585 -2.7375
H -2.0120 -0.4531 3.2591
H -3.7286 -0.1862 3.5420
H -3.1620 1.9818 4.6007
H -2.6652 4.3857 4.1996
H -2.0156 5.1090 1.8947
H -1.8789 3.3742 0.1058
C 2.2162 -1.4797 2.1797
P 1.5649 0.0581 1.3878
C 3.0561 0.4536 0.3510
N 4.2481 0.2609 0.8654
C 5.3318 0.6393 0.1503
C 6.6259 0.4653 0.6887
C 7.7152 0.8730 -0.0282
C 7.5602 1.4652 -1.3004
C 6.3187 1.6480 -1.8405
C 5.1743 1.2351 -1.1233
N 3.9437 1.3771 -1.6634
C 2.9023 0.9681 -0.9775
P 1.2154 1.0021 -1.7510
C 1.3171 2.6535 -2.5516
C 1.4671 -0.1849 -3.2085
C 0.0739 -0.3826 -3.8170
C 2.4209 0.2825 -4.3072
C 1.9667 -1.5029 -2.6037
C 1.7271 1.3338 2.7900
C 1.5583 2.7046 2.1243
C 0.5277 1.0787 3.7049
C 2.9950 1.3033 3.6387
H 3.2617 -1.3627 2.4546
H 2.1190 -2.2879 1.4513
H 1.6188 -1.7338 3.0558
H 6.7178 0.0183 1.6700
H 8.7096 0.7430 0.3789
H 8.4399 1.7759 -1.8489
H 6.1832 2.1006 -2.8144
H 2.2890 2.8103 -3.0148
H 1.1512 3.4078 -1.7807
H 0.5147 2.7495 -3.2838
H -0.2862 0.5328 -4.2889
H -0.6535 -0.6616 -3.0536
H 0.1128 -1.1670 -4.5785
H 1.9910 1.1155 -4.8651
H 2.5935 -0.5407 -5.0079
H 3.3791 0.5912 -3.9029
H 1.3967 -1.7699 -1.7088
H 3.0209 -1.4310 -2.3257
H 1.8639 -2.3166 -3.3266
H 0.7143 2.6956 1.4292
H 2.4547 2.9911 1.5681
H 1.3648 3.4719 2.8784
H -0.3983 1.1326 3.1345
H 0.4875 1.8421 4.4865
H 0.5933 0.1020 4.1906
H 3.8944 1.3682 3.0392
H 3.0453 0.3911 4.2361
H 2.9822 2.1535 4.3282
Cl -2.4830 3.9874 -2.7425
Si -2.9759 1.9104 -2.6204
Cl -4.0527 1.6636 -4.4264
Cl -4.6276 2.0482 -1.2528

4.
Density functional theory data (ωB97M-V/def2-TZVPD) for 2 unconnected molecules or ions with the total composition C7H6O3.

## Properties
- energy (a.u.) = -495.74239
- net charge = 0
- gap between HOMO and LUMO (alpha / beta) (eV) = 8.612 / 9.498

Atoms and positions in Å:
C 1.7430 -1.6594 0.1075
C 2.3573 -0.4488 -0.0504
C 0.3149 -1.6738 0.0078
C 1.6670 0.7794 0.0746
C -0.3399 -0.4494 0.1559
C 0.2670 0.7565 0.2075
C -2.8290 0.5640 -0.2289
O -3.8429 0.6177 0.6683
O -3.8222 -0.3365 -0.4339
O -0.4950 1.9213 0.1316
H 2.2511 -2.5785 -0.1636
H 3.3922 -0.6311 0.0060
H -0.1578 -2.6471 0.0287
H 2.0357 1.7415 -0.1429
H -2.5394 1.3389 -0.8100
H -0.0019 2.7052 0.4419

5.
Density functional theory data (ωB97M-V/def2-TZVPD) for 2 unconnected molecules or ions with the total composition C42H37BF6N2O.

## Properties
- energy (a.u.) = -2431.42338
- net charge = 0
- gap between HOMO and LUMO (eV) = 5.024

Atoms and positions in Å:
F 4.8774 -1.1624 4.5097
C 3.6077 -0.7360 4.7858
C 3.4253 -0.2419 6.0790
C 2.1795 0.2524 6.4606
C 1.1233 0.2317 5.5357
C 1.3647 -0.2875 4.2698
F 0.2708 -0.3560 3.4350
C 2.5869 -0.8089 3.8231
B 2.6513 -1.4916 2.3677
C 4.1017 -2.1699 2.0897
C 5.1140 -1.6765 1.2656
F 4.9138 -0.4881 0.5960
C 6.3582 -2.2967 1.1382
C 6.6084 -3.4880 1.8135
C 5.6251 -4.0193 2.6560
C 4.4250 -3.3257 2.7856
F 3.5761 -3.7370 3.7849
C 1.5409 -2.6455 2.2412
C 1.2826 -3.2225 0.9962
F 2.1639 -2.9893 -0.0536
C 0.2924 -4.1660 0.7501
C -0.4099 -4.6944 1.8355
C -0.0657 -4.2845 3.1256
C 0.8564 -3.2552 3.2934
F 1.1593 -2.9687 4.5975
H 2.3960 -0.6699 1.4681
H 4.2883 -0.1937 6.7363
H 2.0448 0.6993 7.4491
H 0.1460 0.6425 5.7776
H 7.1147 -1.8324 0.5095
H 7.5564 -4.0170 1.7049
H 5.7554 -4.9321 3.2227
H 0.1225 -4.4944 -0.2736
H -1.2077 -5.4255 1.6946
H -0.4831 -4.7453 4.0169
C -4.0108 4.6661 -2.4070
N -3.1042 3.9431 -1.5582
C -3.1969 4.0501 -0.1979
O -4.0097 4.7369 0.4219
C -2.1597 3.1333 0.4086
C -2.7465 2.0528 1.3250
C -3.7862 1.2576 0.5844
C -5.0719 1.7868 0.4479
C -6.0353 1.1248 -0.3006
C -5.7298 -0.0952 -0.9124
C -4.4633 -0.6585 -0.7210
C -3.5032 -0.0017 0.0484
N -1.5042 2.5658 -0.7672
C -0.5509 1.6245 -0.6251
C 0.0405 0.9525 -1.6852
C 1.0441 -0.0011 -1.5235
C 1.6301 -0.6473 -2.6693
C 2.8230 -1.4336 -2.6022
C 3.3678 -2.0127 -3.7484
C 2.7666 -1.8206 -5.0037
C 1.6025 -1.0552 -5.0962
C 1.0296 -0.5111 -3.9544
C -2.1556 2.9689 -2.0436
C -2.8829 1.8185 -2.7929
C -3.0919 2.3616 -4.2082
C -2.0302 3.4625 -4.4268
C -1.2335 3.5909 -3.1255
H -4.6538 5.2694 -1.7632
H -3.4634 5.3223 -3.0933
H -4.6372 3.9869 -2.9959
H -1.4454 3.7648 0.9619
H -1.9384 1.4176 1.7074
H -3.2045 2.5840 2.1706
H -5.3022 2.7360 0.9395
H -7.0275 1.5634 -0.3995
H -6.4752 -0.6007 -1.5274
H -4.2196 -1.6208 -1.1703
H -2.5210 -0.4500 0.2311
H -0.2194 1.4266 0.4029
H -0.3182 1.2133 -2.6825
H 1.3725 -0.2526 -0.5139
H 3.3023 -1.5681 -1.6326
H 4.2741 -2.6192 -3.6696
H 3.1933 -2.2709 -5.9004
H 1.1163 -0.8774 -6.0621
H 0.0866 0.0351 -4.0544
H -2.2433 0.9235 -2.8022
H -3.8071 1.5553 -2.2554
H -2.9993 1.5642 -4.9603
H -4.1077 2.7711 -4.2986
H -1.3788 3.1968 -5.2664
H -2.5066 4.4194 -4.6751
H -0.9776 4.6230 -2.8540
H -0.2987 3.0231 -3.1909

6.
Density functional theory data (ωB97M-V/def2-TZVPD) for a molecular structure, C11H10BiF9NO.

## Properties
- energy (a.u.) = -1668.48656
- net charge = -1
- gap between HOMO and LUMO (eV) = 4.434

Atoms and positions in Å:
C -3.0632 2.2902 -1.8578
C -2.9599 2.4694 -0.4398
C -3.0955 1.1620 0.1944
C -3.2219 0.1757 -0.9176
C -3.2476 0.9302 -2.1458
Bi -0.8630 0.8610 -0.5597
N 2.8744 2.0204 -0.0787
C 3.5847 2.7165 0.8349
C 2.1095 2.2657 1.1449
H -3.3339 0.9413 1.2361
H -2.8618 3.3998 0.1267
H -3.5975 -0.8456 -0.7644
H -3.5054 0.5174 -3.1269
H -3.0323 3.1014 -2.6026
H 1.3353 3.0405 1.0791
H 3.7303 3.7733 0.5925
H 3.1186 1.0282 -0.1922
H 1.9472 1.4212 1.8187
H 4.3885 2.1821 1.3594
F -0.8362 -2.5747 -1.5923
C 0.4427 -2.4065 -1.1460
F 1.1231 -3.5481 -1.3971
F 1.0033 -1.4245 -1.9324
C 0.4499 -1.9771 0.3529
O -0.3248 -0.8375 0.6271
C -0.1698 -3.1344 1.1916
F 0.3495 -4.3663 0.9010
F 0.0175 -2.9180 2.5174
F -1.5027 -3.1911 0.9727
C 1.9204 -1.8202 0.8441
F 2.6454 -2.9708 0.7309
F 2.5871 -0.8764 0.0981
F 1.9882 -1.4055 2.1310

7.
Density functional theory data (ωB97M-V/def2-TZVPD) for C3H4O2 in the gas phase.

## Properties
- SMILES = O=C[C@H]1CO1
- energy (a.u.) = -267.10901
- net charge = 0
- gap between HOMO and LUMO (eV) = 10.748

Atoms and positions in Å:
O 2.4144 0.0012 0.0861
C 1.2646 -0.3826 -0.1350
C 0.0199 -0.0812 0.5305
C -1.1286 0.4445 -0.1922
O -1.1252 -0.8959 0.0797
H 1.2545 -0.8945 -1.1023
H 0.1488 0.0438 1.5535
H -1.8654 1.0830 0.4294
H -0.9829 0.6817 -1.2496